Record 1
This record from OMol25 describes one molecule with the formula C6H4O. The level of theory is ωB97M-V/def2-TZVPD.

Calculated values
SMILES: C#CC(=O)C#CC
HOMO-LUMO gap: 10.038 eV
Energy above the lowest of the compared OMol25 structures with the same formula, charge and spin: 260.5 kJ/mol

Structure (XYZ):
```
11
Properties=species:S:1:pos:R:3:mulliken_charge:R:1
C -2.188 -0.014 -1.038 -1.0055
C -0.899 0.546 -0.687 0.1977
C 0.130 0.907 -0.162 -0.0770
C 0.952 0.704 1.015 0.0700
O 0.615 1.112 2.105 -0.4675
C 2.088 -0.185 0.823 -0.2242
C 3.011 -0.946 0.677 0.2831
H -2.568 0.318 -2.004 0.3074
H -2.891 0.270 -0.249 0.2670
H -2.091 -1.104 -1.041 0.2736
H 3.842 -1.608 0.561 0.3753
```


Record 2
This record from OMol25 describes a 3-piece molecular cluster, CH5O4 overall in a non-equilibrium geometry. The level of theory is ωB97M-V/def2-TZVPD.

Calculated values
Charge: -1
HOMO-LUMO gap: 8.995 eV
Energy above the lowest of the compared OMol25 structures with the same formula, charge and spin: 78.3 kJ/mol

Structure (XYZ):
```
10
Properties=species:S:1:pos:R:3:mulliken_charge:R:1
O -0.296 -1.217 1.989 -0.6541
C 0.196 -0.084 1.917 0.0728
O 0.072 0.784 0.992 -0.6955
H 1.020 0.296 2.631 0.2948
H -0.479 -0.387 -0.200 0.3574
H -0.371 -1.732 -0.095 0.2781
O -0.837 -1.137 -0.634 -0.6428
H 0.081 1.348 -1.456 0.3485
H 0.505 0.661 -2.679 0.3043
O 0.109 1.467 -2.466 -0.6636
```


Record 3
This record from OMol25 describes a 4-piece molecular cluster, C3H16NO4 overall in a non-equilibrium geometry. The level of theory is ωB97M-V/def2-TZVPD.

Calculated values
Charge: +1
HOMO-LUMO gap: 10.730 eV
Energy above the lowest of the compared OMol25 structures with the same formula, charge and spin: 349.6 kJ/mol

Structure (XYZ):
```
24
Properties=species:S:1:pos:R:3:mulliken_charge:R:1
C 0.963 -0.605 0.152 -0.0320
C 1.423 0.165 1.384 -1.3797
C 0.409 0.855 2.504 -0.1808
O 0.364 2.170 2.037 -0.4704
N 0.865 0.295 -0.991 -0.1643
H -0.003 -0.867 0.595 0.0948
H 1.738 -1.443 -0.154 0.4389
H 1.959 -0.542 2.004 0.4041
H 2.161 0.923 1.336 0.5997
H -0.652 0.326 2.461 0.1345
H 0.714 0.767 3.588 0.3803
H -0.054 2.761 2.664 0.2818
H 1.512 0.032 -1.790 0.3896
H 1.157 1.329 -0.602 0.4584
H -0.091 0.357 -1.295 0.1156
H -1.865 0.275 -2.106 0.2912
H -2.312 -1.285 -2.619 0.2979
O -1.579 -0.666 -2.331 -0.6561
H 1.476 -1.411 -3.140 0.2708
H 0.449 -1.758 -2.047 0.3009
O 1.303 -1.652 -2.351 -0.6160
H -3.835 0.379 -0.259 0.3092
H -3.162 -0.414 0.951 0.3238
O -2.942 0.010 0.009 -0.5923
```


Record 4
This record from OMol25 describes C6H6S2 as an isolated structure in a non-equilibrium geometry. The level of theory is ωB97M-V/def2-TZVPD.

Calculated values
HOMO-LUMO gap: 7.366 eV
Energy above the lowest of the compared OMol25 structures with the same formula, charge and spin: 415.4 kJ/mol

Structure (XYZ):
```
14
Properties=species:S:1:pos:R:3:mulliken_charge:R:1
C 0.112 -1.933 -0.030 -0.7357
C -0.267 -0.734 -0.384 0.0163
C -0.327 0.363 0.624 0.0737
C 0.540 1.154 1.390 -0.4620
C 0.571 1.330 -0.050 -0.1569
C -0.775 -0.216 -1.598 0.1857
H -0.046 -2.741 -0.854 0.2041
H 0.526 -2.325 0.888 0.3521
H -1.362 0.695 1.014 0.1789
H 1.578 0.837 1.831 0.2200
H 0.211 2.132 1.943 0.2439
H 1.401 0.770 -0.507 0.2583
S -0.737 1.599 -1.306 -0.1464
S -1.425 -0.930 -2.963 -0.2321
```


Record 5
This record from OMol25 describes C4H5O2Tl as an isolated structure in a non-equilibrium geometry. The level of theory is ωB97M-V/def2-TZVPD.

Calculated values
⟨S²⟩: 0.760
Charge: +1
HOMO-LUMO gap (spin up / spin down): 9.716 / 5.939 eV
Energy above the lowest of the compared OMol25 structures with the same formula, charge and spin: 163.1 kJ/mol
2S+1: 2

Structure (XYZ):
```
12
Properties=species:S:1:pos:R:3:mulliken_charge:R:1
O 2.972 -0.576 0.313 -0.3973
C 1.834 -0.195 0.540 -0.0164
C 1.021 0.443 -0.540 -0.4127
C -0.446 0.532 -0.210 -0.2628
C -1.265 -0.541 -0.170 0.3502
O -2.548 -0.544 0.100 -0.4003
Tl -3.847 0.246 1.110 0.4902
H 1.242 -0.655 1.364 0.3185
H 1.438 1.459 -0.657 0.3292
H -0.862 1.523 -0.002 0.2888
H -0.837 -1.536 -0.388 0.3830
H 1.298 -0.156 -1.460 0.3295
```


Record 6
This record from OMol25 describes one molecule with the formula C2H4N6 in a non-equilibrium geometry. The level of theory is ωB97M-V/def2-TZVPD.

Calculated values
SMILES: [H]/N=c1\ncn(N)nn1
HOMO-LUMO gap: 8.885 eV
Energy above the lowest of the compared OMol25 structures with the same formula, charge and spin: 429.1 kJ/mol

Structure (XYZ):
```
12
Properties=species:S:1:pos:R:3:mulliken_charge:R:1
C 0.274 1.151 -0.181 0.0773
C -1.671 -0.125 -0.031 0.4364
H 2.598 -1.016 -0.477 0.2887
H 2.720 -0.314 1.124 0.2707
H 0.661 2.177 -0.269 0.3829
H -3.511 0.505 0.046 0.2626
N 2.330 -0.179 0.018 -0.8509
N 1.071 -0.048 -0.135 0.6047
N -0.939 1.027 0.023 -0.4374
N -3.065 -0.350 0.068 -0.5630
N -0.829 -1.495 -0.223 -0.2707
N 0.361 -1.333 0.036 -0.2014
```


> What is the formula in the first record?

C6H4O


Repeat the sixth record exactly.
This record from OMol25 describes one molecule with the formula C2H4N6 in a non-equilibrium geometry. The level of theory is ωB97M-V/def2-TZVPD.

Calculated values
SMILES: [H]/N=c1\ncn(N)nn1
HOMO-LUMO gap: 8.885 eV
Energy above the lowest of the compared OMol25 structures with the same formula, charge and spin: 429.1 kJ/mol

Structure (XYZ):
```
12
Properties=species:S:1:pos:R:3:mulliken_charge:R:1
C 0.274 1.151 -0.181 0.0773
C -1.671 -0.125 -0.031 0.4364
H 2.598 -1.016 -0.477 0.2887
H 2.720 -0.314 1.124 0.2707
H 0.661 2.177 -0.269 0.3829
H -3.511 0.505 0.046 0.2626
N 2.330 -0.179 0.018 -0.8509
N 1.071 -0.048 -0.135 0.6047
N -0.939 1.027 0.023 -0.4374
N -3.065 -0.350 0.068 -0.5630
N -0.829 -1.495 -0.223 -0.2707
N 0.361 -1.333 0.036 -0.2014
```


> Among the records above, which one has the lowest energy above the lowest of the compared OMol25 structures with the same formula, charge and spin?

CH5O4


> Look up the energy above the lowest of the compared OMol25 structures with the same formula, charge and spin of the sixth one.

429.1 kJ/mol